{
  "formula": "C3H5N3S",
  "method": "ωB97M-V/def2-TZVPD",
  "species": ["C", "C", "C", "H", "H", "H", "H", "H", "N", "N", "N", "S"],
  "positions_angstrom": [[0.5307, -1.4065, 0.9085], [-0.0804, 1.3258, -1.3122], [-0.6070, 0.4342, -0.3987], [1.4344, -1.9918, 0.6984], [0.6627, -0.9405, 1.8886], [-0.3537, -2.0783, 0.8201], [-0.5673, 2.0585, -1.8368], [-2.0762, 1.4151, 1.1935], [0.4576, -0.2923, -0.0641], [1.5689, 0.0765, -0.7400], [1.2066, 1.0483, -1.5160], [-2.1763, 0.3508, 0.3588]],
  "forces_ev_per_a": [[0.146, 0.239, -0.421], [0.042, -1.458, 0.586], [0.237, 1.289, -0.110], [-0.270, 0.307, -0.136], [-0.396, -0.442, 0.064], [0.600, 0.789, 0.246], [-1.055, 1.627, -1.101], [0.203, -0.283, -0.271], [1.181, -1.968, 0.798], [-1.104, -0.433, 0.248], [0.778, 0.385, -0.042], [-0.362, -0.051, 0.138]],
  "nbo_charge": [-0.42, -0.10, -0.08, 0.24, 0.22, 0.23, 0.21, 0.14, -0.17, -0.06, -0.24, 0.02],
  "smiles": "Cn1nncc1S",
  "homo_ev": -9.6,
  "relative_energy_kcal_mol": 37.29,
  "e_lumo_ev": 0.46,
  "orbital_gap_ev": 10.08
}

***

{
  "formula": "C23H45HgN2OP2",
  "method": "ωB97M-V/def2-TZVPD",
  "species": ["Hg", "P", "P", "N", "C", "H", "H", "C", "H", "H", "C", "H", "H", "C", "H", "H", "C", "C", "H", "H", "H", "C", "C", "H", "H", "H", "C", "C", "H", "H", "H", "C", "C", "H", "H", "H", "C", "O", "C", "H", "H", "H", "C", "H", "H", "H", "C", "H", "H", "H", "C", "H", "H", "H", "H", "H", "H", "H", "H", "H", "C", "C", "C", "C", "N", "C", "C", "H", "H", "H", "H", "H", "H", "H"],
  "positions_angstrom": [[-0.1052, 0.0184, -0.4727], [0.2378, -2.4114, -1.2077], [0.2267, 2.5186, -0.9570], [0.2726, 0.1581, -3.0771], [0.3070, -2.3785, -3.0071], [1.0135, -3.1695, -3.3050], [-0.7282, -2.5843, -3.3531], [0.8319, -1.0667, -3.6111], [1.9021, -0.9761, -3.4487], [0.7614, -1.1013, -4.6977], [0.8301, 1.4257, -3.4880], [0.7479, 1.5663, -4.5664], [1.9055, 1.3205, -3.3385], [0.2947, 2.6627, -2.7489], [-0.7445, 2.8877, -3.0651], [0.9935, 3.4845, -2.9597], [1.7225, 3.3190, -0.2468], [2.0218, 2.9146, 1.1928], [2.9369, 3.4385, 1.5133], [2.2146, 1.8364, 1.2679], [1.2089, 3.1797, 1.8828], [-1.2899, 3.3740, -0.3204], [-1.3270, 3.5858, 1.1977], [-2.3420, 3.8986, 1.4894], [-0.6291, 4.3613, 1.5524], [-1.1369, 2.6612, 1.7447], [-1.2838, -3.3278, -0.6694], [-1.3323, -3.6825, 0.8210], [-2.3475, -4.0231, 1.0775], [-1.1456, -2.8139, 1.4533], [-0.6367, -4.4860, 1.1082], [1.7296, -3.2849, -0.5806], [2.0257, -3.0246, 0.8921], [2.9387, -3.5763, 1.1669], [1.2105, -3.3526, 1.5506], [2.2186, -1.9595, 1.0729], [2.4471, 0.0080, -0.1723], [3.2690, 0.0551, -0.9830], [-1.5527, 4.6948, -1.0386], [-0.8209, 5.4639, -0.7747], [-1.5757, 4.6016, -2.1254], [-2.5273, 5.0902, -0.7358], [-1.5481, -4.5744, -1.5093], [-2.5236, -4.9969, -1.2478], [-1.5705, -4.3781, -2.5819], [-0.8194, -5.3678, -1.3209], [1.7248, -4.7805, -0.8885], [2.7212, -5.1835, -0.6854], [1.0299, -5.3392, -0.2599], [1.5117, -5.0040, -1.9351], [1.7150, 4.8373, -0.4049], [1.0208, 5.3289, 0.2783], [2.7126, 5.2147, -0.1635], [1.4989, 5.1639, -1.4238], [2.5419, 2.9358, -0.8786], [2.5532, -2.8434, -1.1672], [-2.0884, 2.6573, -0.5899], [-2.0843, -2.5919, -0.8723], [-0.7080, 0.1574, -3.3154], [-1.7717, 0.0156, -1.0649], [-2.0487, -0.2715, 5.7365], [-1.6444, -0.2038, 4.3053], [-0.2691, -0.1978, 4.0406], [0.1296, -0.1343, 2.7053], [-0.8091, -0.0843, 1.7362], [-2.1450, -0.0852, 1.9823], [-2.5910, -0.1478, 3.2926], [-1.6761, -1.1747, 6.2286], [-1.6623, 0.5718, 6.3167], [-3.1350, -0.2681, 5.8106], [0.4691, -0.2433, 4.8640], [1.1771, -0.1252, 2.3691], [-2.7776, -0.0397, 1.0823], [-3.6768, -0.1532, 3.5283]],
  "forces_ev_per_a": [[-1.147, 0.076, -0.864], [0.222, 0.737, 1.970], [0.286, -1.110, 1.970], [-1.308, -0.200, -0.246], [-0.295, -0.012, -0.455], [-0.588, 0.033, -0.262], [0.710, -0.044, -0.076], [1.059, 0.612, -0.206], [0.390, -0.269, 0.256], [-0.297, -0.248, -0.297], [1.055, -0.556, -0.272], [-0.253, 0.310, -0.219], [0.225, 0.267, 0.249], [-0.255, 0.039, -0.448], [0.686, 0.093, -0.121], [-0.569, 0.068, -0.317], [0.040, 0.434, -0.613], [0.127, -0.107, 0.220], [-0.315, -0.170, -0.008], [-0.143, 0.332, 0.120], [0.301, -0.087, -0.208], [-0.045, 0.167, -0.508], [-0.152, -0.095, 0.207], [0.296, 0.022, -0.187], [-0.233, -0.281, -0.252], [0.146, -0.013, 0.002], [-0.077, -0.126, -0.481], [-0.139, 0.084, 0.233], [0.282, 0.004, -0.196], [0.141, 0.035, 0.019], [-0.199, 0.272, -0.230], [0.099, -0.399, -0.632], [0.118, 0.102, 0.249], [-0.302, 0.151, -0.010], [0.278, 0.093, -0.185], [-0.140, -0.322, 0.086], [2.919, 0.095, -1.512], [-2.096, -0.098, 1.639], [-0.292, 0.440, 0.000], [-0.091, -0.196, -0.083], [0.027, 0.003, 0.056], [0.022, -0.089, -0.031], [-0.262, -0.443, -0.067], [0.025, 0.114, -0.012], [0.032, -0.003, 0.039], [-0.070, 0.200, -0.057], [0.480, -0.299, 0.046], [-0.038, -0.028, 0.008], [-0.021, 0.125, -0.037], [-0.101, 0.035, 0.025], [0.505, 0.287, 0.081], [-0.005, -0.118, -0.054], [-0.042, 0.057, 0.004], [-0.089, -0.037, 0.036], [-0.165, -0.022, 0.078], [-0.175, 0.030, 0.067], [0.256, 0.190, 0.095], [0.285, -0.168, 0.069], [-0.435, 0.071, 0.264], [-0.734, 0.015, -0.021], [-0.526, -0.032, 0.524], [0.666, -0.029, 0.761], [0.391, 0.029, -0.614], [-1.173, -0.031, 0.238], [-0.109, 0.012, 0.517], [1.452, -0.050, 0.103], [-0.682, 0.026, -0.295], [-0.024, 0.027, -0.168], [-0.031, -0.014, -0.178], [-0.001, -0.004, 0.193], [-0.572, 0.037, -0.612], [-0.526, -0.005, 0.267], [0.259, -0.024, 0.531], [0.939, 0.006, -0.185]],
  "mulliken_charge": [3.58, 0.10, 0.10, -0.01, -0.62, 0.31, 0.49, -1.44, 0.45, 0.51, -1.42, 0.50, 0.44, -0.62, 0.50, 0.32, 0.54, -1.00, 0.51, -0.08, 0.20, 0.66, -1.42, 0.49, 0.26, 0.11, 0.65, -1.43, 0.49, 0.12, 0.27, 0.54, -1.00, 0.50, 0.20, -0.07, -0.39, -0.26, -1.49, 0.24, 0.33, 0.47, -1.49, 0.47, 0.33, 0.24, -1.72, 0.49, 0.25, 0.37, -1.72, 0.25, 0.49, 0.37, 0.40, 0.40, 0.34, 0.34, 0.25, -0.51, -1.53, 1.26, -1.06, -0.20, -0.41, -0.46, -1.10, 0.34, 0.34, 0.38, 0.38, 0.28, 0.30, 0.32],
  "homo_ev": -9.6,
  "e_lumo_ev": -2.07,
  "orbital_gap_ev": 7.54,
  "total_charge": 1
}

***

{
  "formula": "C2H2OS",
  "method": "ωB97M-V/def2-TZVPD",
  "species": ["C", "C", "O", "S", "H", "H"],
  "positions_angstrom": [[-3.6177, 0.1806, 0.0456], [0.1099, -1.4694, 0.6635], [-4.6249, 0.6676, -0.1672], [1.1196, -2.3463, -0.2464], [0.0620, -1.6782, 1.6398], [-0.6481, -0.8683, 0.2808]],
  "forces_ev_per_a": [[-1.595, 0.782, -0.340], [1.314, -1.557, -3.208], [1.611, -0.785, 0.340], [-0.307, 0.645, 0.182], [-0.017, -0.399, 3.872], [-1.005, 1.314, -0.846]],
  "nbo_charge": [0.50, -0.42, -0.50, 0.07, 0.17, 0.18],
  "homo_ev": -8.9,
  "relative_energy_kcal_mol": 7.67,
  "e_lumo_ev": -0.44,
  "orbital_gap_ev": 8.48
}

***

{
  "formula": "C29H39Cl3N2O6",
  "method": "ωB97M-V/def2-TZVPD",
  "species": ["C", "C", "C", "C", "N", "C", "C", "C", "C", "C", "H", "H", "H", "H", "H", "H", "H", "H", "H", "H", "H", "H", "H", "H", "H", "H", "H", "H", "H", "H", "Cl", "O", "O", "O", "O", "Cl", "C", "C", "Cl", "H", "H", "H", "H", "C", "C", "C", "C", "N", "H", "H", "H", "H", "H", "H", "H", "C", "C", "C", "C", "C", "C", "C", "O", "C", "C", "C", "C", "C", "C", "C", "O", "H", "H", "H", "H", "H", "H", "H", "H"],
  "positions_angstrom": [[2.4474, -1.0845, 6.1868], [1.7359, -2.4051, 6.2308], [1.3619, -2.9466, 4.8933], [2.5861, -3.1267, 3.8874], [2.1628, -3.9623, 2.6190], [1.4522, -5.3484, 2.9050], [1.9099, -6.2959, 1.8864], [3.3674, -5.9029, 1.8047], [3.3673, -4.3155, 1.7406], [1.1230, -3.1898, 1.8733], [2.7031, -0.8535, 7.2209], [1.8536, -0.2375, 5.8432], [3.3464, -1.1499, 5.5739], [0.9040, -2.3074, 6.9282], [2.5196, -3.0592, 6.6130], [0.6317, -2.2639, 4.4588], [0.7695, -3.8537, 5.0122], [3.3590, -3.7342, 4.3582], [3.0884, -2.2167, 3.5593], [0.3655, -5.2636, 2.9014], [1.8127, -5.4811, 3.9251], [1.4591, -6.0660, 0.9209], [1.7653, -7.3555, 2.0971], [3.8809, -6.4458, 1.0112], [3.9421, -6.2264, 2.6725], [3.1172, -4.0414, 0.7156], [4.3590, -4.0391, 2.0986], [0.2651, -3.1034, 2.5402], [0.7467, -3.7068, 0.9906], [1.5712, -2.2220, 1.6484], [-0.4884, -2.6049, -2.0564], [-1.0085, -2.4555, -3.3633], [0.0499, -3.8990, -1.7877], [0.4576, -1.6026, -1.6627], [-1.6994, -2.4859, -1.3069], [-2.4570, -1.1118, 2.5749], [-2.3477, 0.0080, 1.2672], [-1.8584, 1.3840, 1.8897], [-3.1781, 2.4276, 2.3857], [-3.2937, 0.0708, 0.7294], [-1.5229, -0.4157, 0.6943], [-1.3727, 1.9328, 1.0829], [-1.1578, 1.2076, 2.7058], [-0.8060, 0.7759, -5.1629], [-0.1447, -0.0716, -6.1831], [-0.6411, -0.1192, -7.6195], [-0.8156, 1.3018, -8.0361], [-0.9584, 2.3887, -8.1942], [-0.7163, 1.7527, -5.6382], [-0.2969, 0.8230, -4.2003], [-1.8488, 0.5269, -4.9661], [-0.2808, -1.1070, -5.8708], [0.8964, 0.2490, -6.2210], [-1.6381, -0.5578, -7.5784], [-0.0221, -0.5886, -8.3840], [-1.4549, 8.4706, -0.9371], [-0.1267, 8.2681, -1.1845], [0.3714, 6.9640, -1.1901], [-0.5545, 5.8728, -1.0787], [-1.9172, 6.0678, -0.8044], [-2.2702, 7.4108, -0.6203], [-2.9509, 4.9819, -0.6492], [-4.1457, 5.1828, -0.4201], [-2.3743, 3.6285, -0.9939], [-3.3258, 2.5679, -1.1607], [-2.9517, 1.3483, -1.6344], [-1.6615, 1.0596, -2.0324], [-0.7382, 2.0901, -1.8282], [-1.0858, 3.3846, -1.4170], [-0.0612, 4.5063, -1.4101], [1.0391, 4.3993, -1.9747], [-1.9784, 9.3916, -0.7268], [0.5296, 9.1182, -1.2984], [1.3936, 6.6459, -1.3328], [-3.2638, 7.6121, -0.2479], [-4.3262, 2.8140, -0.8366], [-3.7670, 0.6515, -1.7615], [-1.4712, 0.1790, -2.6280], [0.2666, 1.7601, -2.0471]],
  "forces_ev_per_a": [[0.065, 0.845, 0.264], [1.224, -0.008, 0.237], [-0.331, 0.383, -1.750], [-1.423, -1.743, 0.403], [-0.469, -0.015, -0.131], [-0.273, 1.502, 1.954], [1.324, 0.026, -0.748], [0.865, 0.093, -0.338], [-0.529, -2.785, -0.234], [-0.031, 0.683, 0.141], [0.422, 0.206, -0.103], [-0.171, -0.132, -0.248], [0.136, 0.197, 0.159], [-0.105, -0.512, -0.186], [-0.359, -0.502, 0.656], [0.112, 0.237, -0.296], [0.443, -0.398, -0.111], [0.019, -0.145, 0.129], [-0.542, 0.041, -0.256], [0.149, 0.618, 0.208], [-0.194, -1.016, -0.034], [-0.291, -0.115, -0.024], [-0.158, 0.193, 0.267], [0.021, 0.668, -0.500], [-0.275, 0.097, 0.466], [0.330, 0.495, 0.192], [-0.531, 0.947, 0.062], [0.143, 0.393, -0.104], [0.492, -0.002, -0.234], [-0.429, 0.021, -0.326], [-2.850, 0.429, 1.285], [1.734, 0.078, -2.878], [1.314, -1.336, -0.282], [0.667, 0.328, -0.326], [-0.620, 0.367, 2.603], [-0.636, -1.641, 1.688], [1.417, 1.942, 0.287], [-0.151, -0.985, -1.916], [-0.439, 0.088, 0.541], [0.358, 0.060, 0.037], [-0.398, 0.409, -0.675], [0.174, -0.024, 0.026], [-0.216, 0.029, -0.027], [-0.553, 1.394, -0.572], [1.274, -2.322, 0.102], [-1.235, 2.167, -0.126], [0.504, -6.156, 0.850], [-0.671, 5.771, -1.147], [-0.596, 0.640, 0.738], [0.205, -0.277, -0.404], [-0.046, 0.044, -0.153], [0.880, -0.262, 0.266], [0.260, -0.494, 0.160], [-0.036, -0.155, -0.475], [0.128, -0.370, 0.521], [-2.256, -0.372, 1.469], [2.207, -0.868, -0.192], [-1.655, -0.238, -0.112], [0.828, -1.313, -0.247], [-0.774, 0.119, 0.923], [-0.879, -0.244, -0.350], [2.800, -0.316, -1.071], [-0.334, 0.109, 0.327], [-3.045, 0.355, -0.169], [0.913, 1.320, 1.037], [-1.905, -0.169, -0.216], [0.508, 1.632, 0.194], [0.108, -1.895, -0.802], [2.374, 1.213, 0.863], [-1.167, 0.278, -1.050], [0.667, -0.709, 0.427], [0.715, 0.715, -0.404], [0.224, 0.042, -0.111], [0.141, 0.423, -0.165], [-0.269, 0.016, -0.171], [-0.216, -0.211, -0.149], [0.058, -0.493, -0.146], [0.405, -0.249, 0.657], [0.453, 0.859, -0.183]],
  "mulliken_charge": [-1.21, -0.57, -0.40, -0.90, 0.65, -0.73, -0.57, -0.72, -0.58, -1.26, 0.38, 0.30, 0.34, 0.35, 0.26, 0.32, 0.43, 0.37, 0.55, 0.26, 0.53, 0.30, 0.38, 0.40, 0.33, 0.40, 0.32, 0.34, 0.32, 0.40, 1.73, -0.67, -0.73, -0.61, -0.68, -0.25, -0.01, -0.04, -0.21, 0.31, -0.17, -0.11, 0.45, -0.55, -0.35, -0.51, 0.21, -0.42, 0.43, -0.23, 0.29, 0.22, 0.30, 0.27, 0.35, -0.63, -0.35, -0.64, 0.80, 0.15, -0.59, -0.29, -0.79, 0.58, -0.39, -1.31, 0.29, -0.30, 0.04, 0.12, -0.80, 0.31, 0.35, 0.43, 0.39, 0.41, 0.41, 0.39, 0.42],
  "multiplicity": 2,
  "homo_ev": [-1.5, -4.9],
  "s2": 0.77,
  "e_lumo_ev": [0.80, 0.80],
  "orbital_gap_ev": [2.33, 5.69],
  "total_charge": -1
}

***

| no. | E_tot (Eh) |
| --- | --- |
| 1 | -679.72579 |
| 2 | -1923.99953 |
| 3 | -550.77602 |
| 4 | -3069.61776 |